Entry 1:
Here is C18H15N4O2RuS as an isolated structure from the Open Molecules 2025 dataset. Energies are from wB97M-V/def2-TZVPD.

Its total energy is -42353.6650 eV. Its LUMO energy (spin up / spin down) is -10.0 / -11.6 eV. Its total charge is +3. The value obtained for the HOMO-LUMO gap (spin up / spin down) is 7.97 / 6.46 eV. The multiplicity is 5.

Each line ends with the Mulliken spin population.
CARTESIAN COORDINATES (ANGSTROEM)
Ru1 0.30194 -0.37636 0.84625  2.49
O1 0.03596 2.97468 -2.15374  0.18
C1 1.18204 2.80099 -2.73559  0.22
C2 1.47518 3.69329 -3.81783  0.14
C3 2.66407 3.58051 -4.47790  -0.01
C4 3.58059 2.59256 -4.08147  0.28
C5 3.29292 1.69625 -3.01539  0.08
C6 2.11457 1.77784 -2.32965  0.09
C7 1.81332 0.84975 -1.20753  -0.05
O2 0.60065 0.96167 -0.62847  0.09
N1 2.71137 0.00929 -0.82973  0.06
N2 2.19149 -0.71075 0.24401  -0.03
C8 2.85985 -1.63314 0.82029  0.01
C9 2.18383 -2.28624 1.94055  0.02
C10 2.79860 -3.22663 2.72962  0.00
C11 2.10783 -3.74025 3.83048  0.02
C12 0.83270 -3.28100 4.09492  0.00
C13 0.25668 -2.33766 3.25656  0.03
N3 0.90007 -1.84814 2.18820  -0.01
H1 -0.07083 2.30053 -1.43700  -0.01
H2 0.72942 4.43449 -4.07326  0.00
H3 2.90475 4.24283 -5.29820  0.01
H4 4.53068 2.50770 -4.59276  0.00
H5 4.01924 0.94126 -2.74564  0.01
H6 3.86393 -1.88392 0.49204  0.00
H7 3.80711 -3.54500 2.50208  0.00
H8 2.57229 -4.48118 4.46788  0.00
H9 0.26931 -3.64440 4.94310  0.00
H10 -0.74453 -1.97013 3.43089  -0.02
S1 -1.76111 0.14351 1.64888  0.34
C14 -3.37050 -0.01723 0.98148  -0.04
N4 -4.27788 0.84735 1.50461  0.03
C15 -5.57316 0.85130 1.16134  0.01
C16 -6.03838 -0.05756 0.23166  0.04
C17 -5.14392 -0.95784 -0.32412  -0.02
C18 -3.80047 -0.94046 0.05135  0.05
H11 -3.95681 1.52034 2.19521  0.00
H12 -6.19662 1.58776 1.64970  0.00
H13 -7.08373 -0.05138 -0.04197  0.00
H14 -5.48710 -1.68285 -1.05102  0.00
H15 -3.09533 -1.64180 -0.36981  0.00

Forces on the atoms, in the same order (eV/Å):
Ru -0.2 -0.3 -0.5
O 0.1 -0.1 0.0
C -0.1 0.1 0.0
C 0.1 -0.1 0.0
C 0.0 0.0 0.0
C 0.0 -0.1 0.1
C 0.1 0.0 -0.1
C -0.2 0.0 0.1
C -0.2 0.5 -0.2
O 0.2 -0.2 -0.1
N -0.5 -0.3 0.6
N 0.3 0.3 -0.4
C 0.1 -0.2 0.1
C 0.0 0.2 -0.1
C 0.0 -0.1 0.1
C 0.1 0.0 -0.1
C 0.0 0.0 0.1
C 0.0 0.0 -0.2
N 0.2 0.0 0.0
H 0.0 0.1 0.0
H 0.0 0.0 0.0
H 0.0 0.0 0.0
H 0.0 0.0 0.0
H 0.0 0.0 0.0
H 0.0 -0.1 0.1
H 0.0 0.0 0.0
H 0.0 0.0 0.0
H 0.0 0.0 0.0
H 0.0 0.0 0.0
S 0.1 0.6 0.7
C 0.2 -0.2 -0.3
N 0.0 -0.1 0.0
C 0.0 0.0 0.0
C 0.0 0.1 0.1
C 0.1 -0.1 0.0
C -0.1 0.0 0.0
H 0.0 0.0 0.0
H 0.0 0.0 0.0
H 0.0 0.0 0.0
H 0.0 0.0 0.0
H 0.0 0.0 0.0

=====

Entry 2:
Here is C18H16AsF5O8P2PdSTe as an isolated structure from the Open Molecules 2025 dataset. Energies are from wB97M-V/def2-TZVPD.

Its total energy is -149926.0297 eV. Its LUMO energy (spin up / spin down) is 4.1 / 2.3 eV. Its total charge is -2. The energy above the lowest of the compared OMol25 structures with the same formula, charge and spin comes out at 288.96 kJ/mol. The value obtained for the HOMO-LUMO gap (spin up / spin down) is 7.24 / 5.63 eV. The multiplicity is 3.

Each line ends with the Mulliken spin population.
CARTESIAN COORDINATES (ANGSTROEM)
Pd1 1.16385 -2.14587 0.46842  0.71
S1 -2.30523 -1.47569 -0.63080  0.56
C1 -2.07369 -0.24314 -1.83468  -0.02
C2 -2.76426 -0.30290 -3.05119  0.08
C3 -2.60899 0.69145 -4.00033  -0.04
C4 -1.76558 1.76470 -3.74224  0.08
C5 -1.06584 1.82796 -2.54519  -0.05
C6 -1.20569 0.83843 -1.57743  0.07
As1 -0.01997 0.72588 -0.01015  0.05
C7 -1.31781 0.81508 1.45585  0.02
C8 -2.45169 1.62231 1.44398  0.00
C9 -3.32980 1.61832 2.51884  0.00
C10 -3.08239 0.80016 3.61441  0.00
C11 -1.95387 -0.00781 3.63235  0.00
C12 -1.07098 0.00537 2.56078  0.02
C13 0.59594 2.59578 0.02803  0.00
C14 1.64936 2.89720 -0.84036  0.00
C15 2.25727 4.14323 -0.82228  0.00
C16 1.83037 5.10868 0.08030  0.00
C17 0.80461 4.81256 0.96521  0.00
C18 0.19587 3.56258 0.94423  0.01
H1 -3.41093 -1.15166 -3.23251  0.00
H2 -3.14544 0.63410 -4.94008  0.00
H3 -1.64255 2.54852 -4.48044  0.01
H4 -0.39909 2.66116 -2.36582  0.00
H5 -2.65938 2.23796 0.57491  -0.01
H6 -4.21156 2.24852 2.50107  0.00
H7 -3.77419 0.78951 4.44837  0.00
H8 -1.75876 -0.65729 4.47651  0.00
H9 -0.19162 -0.63160 2.58563  -0.01
H10 2.00898 2.12918 -1.51697  0.00
H11 3.07951 4.35197 -1.49572  0.00
H12 2.31121 6.07918 0.10905  0.00
H13 0.47943 5.55320 1.68654  0.00
H14 -0.58951 3.33776 1.65361  0.00
O1 2.16546 -5.01946 1.55467  0.00
P1 2.80165 -3.71039 2.18376  0.01
O2 3.53549 -4.02935 3.41082  0.00
O3 1.70433 -2.60802 2.30055  0.02
O4 3.78592 -3.21620 0.98213  0.01
P2 3.98867 -1.80264 0.18535  0.00
O5 3.85967 -2.29875 -1.32373  0.00
O6 5.30097 -1.19984 0.43864  0.00
O7 2.74425 -0.94481 0.51822  0.00
H15 1.65006 -4.92612 0.73558  0.00
H16 3.06053 -2.82851 -1.49512  0.00
F1 1.43289 -3.94946 -1.21919  0.07
Te1 -0.67066 -3.71143 -1.27314  0.15
F2 -0.33808 -5.53052 -0.77469  0.01
F3 -2.45063 -4.43724 -0.97108  0.02
F4 -0.54083 -4.63038 -3.05837  0.08
F5 0.75555 -1.61902 -1.41497  0.04
O8 -0.36281 -3.32265 0.55867  0.14

Forces on the atoms, in the same order (eV/Å):
Pd -0.4 1.3 -0.3
S -0.2 0.3 -0.2
C 0.1 0.0 0.2
C 0.0 0.1 0.0
C 0.0 0.0 0.0
C 0.0 0.0 0.0
C 0.0 0.1 0.1
C 0.2 -0.1 -0.2
As -0.6 0.0 0.3
C 0.0 0.1 0.0
C -0.1 -0.1 -0.1
C 0.0 0.0 0.0
C 0.0 0.0 0.0
C 0.0 0.0 0.0
C 0.0 0.1 0.0
C 0.4 -0.1 0.0
C 0.0 0.0 0.1
C 0.0 0.0 0.0
C 0.0 0.0 0.0
C 0.0 0.0 0.0
C -0.1 0.0 0.0
H 0.0 0.0 0.0
H 0.0 0.0 0.0
H 0.0 0.0 0.0
H 0.0 0.0 0.0
H 0.0 0.0 0.0
H 0.0 0.0 0.0
H 0.0 0.0 0.0
H 0.0 0.0 0.0
H 0.0 0.0 0.0
H 0.0 0.0 0.0
H 0.0 0.0 0.0
H 0.0 0.0 0.0
H 0.0 0.0 0.0
H 0.0 0.0 0.0
O 0.0 -0.2 0.1
P 0.3 0.0 0.1
O -0.1 0.0 0.1
O 0.1 -0.4 -0.1
O -0.2 0.2 0.1
P 0.2 -0.1 0.1
O 0.2 -0.1 0.0
O 0.0 0.0 -0.1
O 0.6 -0.3 -0.1
H 0.0 0.1 0.0
H -0.1 0.0 0.0
F 0.2 0.2 0.1
Te -0.2 -2.2 -0.9
F 0.1 0.0 0.2
F -0.2 0.3 -0.1
F -0.1 0.4 -0.1
F -0.1 0.2 0.2
O 0.1 0.0 0.6

=====

Entry 3:
Here is C18H16BrF8NO3Pd as an isolated structure from the Open Molecules 2025 dataset. Energies are from wB97M-V/def2-TZVPD.

Its total energy is -121822.4880 eV. Its LUMO energy is 3.7 eV. Its total charge is -2. The energy above the lowest of the compared OMol25 structures with the same formula, charge and spin comes out at 136.40 kJ/mol. The value obtained for the HOMO-LUMO gap is 4.74 eV.

Each line ends with the natural charge from an NBO analysis.
CARTESIAN COORDINATES (ANGSTROEM)
Pd1 -0.45547 1.06166 0.32496  0.84
F1 0.72890 2.81045 1.83397  -0.37
C1 -0.25103 2.81975 0.86826  0.50
F2 -1.34347 3.42164 1.42489  -0.37
H1 0.09889 3.42440 0.02829  0.10
C2 -1.39811 -1.07170 4.50353  -0.65
C3 -0.78046 -0.92767 3.09457  0.14
O1 -1.09691 0.23228 2.52853  -0.89
C4 -1.35229 -2.11489 2.23541  0.94
F3 -2.70161 -2.16427 2.37688  -0.35
F4 -0.92432 -3.36111 2.57704  -0.36
F5 -1.10645 -1.97152 0.93855  -0.31
C5 0.78441 -1.06889 3.26733  0.94
F6 1.19439 -0.39742 4.37892  -0.36
F7 1.46778 -0.54972 2.25364  -0.31
F8 1.24884 -2.33178 3.43644  -0.35
H2 -2.46643 -0.89765 4.40486  0.22
H3 -0.97480 -0.30624 5.14786  0.22
H4 -1.22832 -2.05898 4.94941  0.19
C6 -0.71491 1.46361 -3.09429  -0.64
C7 -2.02368 1.42640 -2.36574  0.09
C8 -3.29964 1.29662 -2.88257  -0.37
C9 -4.18561 1.30366 -1.76313  -0.38
C10 -3.39432 1.44314 -0.63665  0.10
C11 -3.81879 1.53788 0.79630  -0.64
N1 -2.07562 1.53686 -1.00088  -0.61
H5 -0.83652 1.90453 -4.08848  0.18
H6 -0.28230 0.46471 -3.21613  0.21
H7 0.01762 2.04658 -2.53461  0.23
H8 -3.55885 1.19560 -3.92929  0.18
H9 -5.26463 1.21124 -1.77672  0.18
H10 -4.90063 1.39513 0.87349  0.18
H11 -3.56945 2.51433 1.21786  0.21
H12 -3.31441 0.79613 1.42246  0.25
Br1 6.77718 -2.80648 -3.34086  -0.02
C12 5.20873 -1.96043 -2.64809  -0.09
C13 3.96767 -2.42529 -3.03766  -0.25
C14 2.83150 -1.81000 -2.51555  -0.20
C15 2.94038 -0.73592 -1.64567  -0.03
C16 4.19888 -0.28690 -1.28189  -0.20
C17 5.34884 -0.90462 -1.77150  -0.26
C18 1.69198 -0.06743 -1.06718  0.73
O2 0.69752 -0.80788 -0.90542  -0.75
O3 1.78886 1.15124 -0.80336  -0.76
H13 3.88683 -3.25784 -3.72372  0.21
H14 1.84024 -2.16636 -2.76855  0.24
H15 4.26643 0.56085 -0.61106  0.24
H16 6.33315 -0.56766 -1.47445  0.21

Forces on the atoms, in the same order (eV/Å):
Pd -0.3 -1.0 -0.2
F 0.0 0.2 0.1
C -0.1 0.3 0.2
F 0.1 0.2 0.1
H 0.0 0.2 0.0
C 0.0 -0.2 0.1
C 0.0 0.0 0.0
O 0.3 0.1 -0.1
C 0.0 0.2 0.1
F 0.0 0.1 -0.1
F 0.0 -0.1 0.1
F 0.1 0.0 -0.1
C -0.2 0.2 0.1
F 0.0 0.1 0.0
F 0.0 0.0 -0.3
F 0.0 -0.2 0.1
H 0.0 0.0 0.0
H 0.0 0.0 0.0
H 0.0 0.0 0.0
C 0.0 -0.1 0.0
C 0.1 0.2 0.1
C -0.1 0.0 0.2
C 0.1 0.0 -0.1
C 0.1 0.1 -0.1
C 0.0 -0.1 0.0
N -0.2 -0.2 -0.1
H 0.0 0.0 0.0
H 0.0 0.0 0.0
H 0.0 0.0 0.0
H 0.0 0.0 0.0
H 0.0 0.0 0.0
H 0.0 0.0 0.0
H 0.0 0.0 0.0
H 0.0 0.0 0.0
Br 0.0 0.0 0.0
C 0.0 -0.1 -0.1
C -0.3 0.0 0.0
C 0.1 -0.2 -0.1
C -0.2 0.1 0.1
C 0.4 0.0 -0.1
C -0.1 0.2 0.2
C 0.1 -0.1 -0.1
O 0.0 0.2 0.0
O 0.2 -0.1 0.2
H 0.0 0.0 0.0
H 0.0 0.0 0.0
H 0.0 0.0 0.0
H 0.0 0.0 0.0

=====

Entry 4:
Here is a single C18H16BrN7 molecule from the Open Molecules 2025 dataset. Energies are from wB97M-V/def2-TZVPD.

Its total energy is -99398.9773 eV. Its LUMO energy is -0.3 eV. The energy above the lowest of the compared OMol25 structures with the same formula, charge and spin comes out at 0.00 kJ/mol. The value obtained for the HOMO-LUMO gap is 8.08 eV. The structure (SMILES) is Brc1cccc(Nc2ncnc3ccncc23)c1NCCc1c[nH]cn1.

Each line ends with the natural charge from an NBO analysis.
CARTESIAN COORDINATES (ANGSTROEM)
Br1 -3.23581 3.27241 -2.21521  0.06
N1 3.59553 2.88118 -1.13672  -0.47
N2 -1.22001 -1.55132 3.29203  -0.43
N3 0.96021 -2.35139 -0.91343  -0.53
N4 2.04480 -2.77349 1.13797  -0.49
C1 4.55740 2.60791 -0.26833  0.17
C2 2.74212 1.50222 0.40798  -0.14
C3 2.47918 2.21894 -0.72099  0.10
C4 2.02767 -2.70845 -0.18693  0.29
C5 -0.15804 -2.05311 3.88282  0.06
C6 -4.52308 -0.39036 -0.48914  -0.23
C7 -4.48152 0.91360 -1.00289  -0.21
C8 -3.34858 -1.14545 -0.49947  -0.20
C9 -3.30936 1.48162 -1.54520  -0.15
C10 -2.17273 -0.62203 -1.02642  0.06
C11 -2.11504 0.71705 -1.52320  0.22
C12 0.97810 -2.47486 3.18085  -0.25
C13 -1.20395 -1.41030 1.94765  0.10
C14 -0.10791 -1.91101 -0.26424  0.48
C15 0.96585 -2.39835 1.80271  0.20
C16 -0.16044 -1.88407 1.13705  -0.25
N5 4.06239 1.79061 0.70612  -0.52
N6 -1.04264 -1.47135 -1.20017  -0.59
N7 -0.93005 1.23335 -2.06834  -0.64
C17 1.22999 2.37293 -1.48569  -0.43
C18 0.33352 1.17399 -1.28494  -0.21
H1 5.63693 2.95531 -0.30614  0.21
H2 2.01278 0.87961 0.92880  0.23
H3 2.93294 -2.97446 -0.74983  0.19
H4 -0.16272 -2.17641 4.95693  0.20
H5 -5.48880 -0.74746 -0.09004  0.23
H6 -5.40279 1.50376 -0.97113  0.23
H7 -3.37649 -2.15979 -0.14808  0.23
H8 1.86342 -2.85046 3.66128  0.23
H9 -2.09962 -0.96812 1.52938  0.21
H10 4.57121 1.46340 1.51240  0.42
H11 -0.53258 -1.33590 -2.07084  0.42
H12 -1.05592 2.09204 -2.56117  0.39
H13 0.73976 3.27831 -1.06914  0.22
H14 1.47112 2.56955 -2.53448  0.23
H15 0.04470 1.18004 -0.24106  0.18
H16 0.87848 0.27031 -1.51075  0.20

Forces on the atoms, in the same order (eV/Å):
Br -0.3 -0.5 0.2
N 1.3 0.4 0.0
N -1.1 1.1 -1.9
N 0.7 0.0 0.1
N 2.4 -0.7 -1.8
C -0.1 0.2 -0.2
C -0.4 0.3 -0.2
C 0.9 -0.1 -0.1
C -0.5 -0.2 1.2
C 2.3 -1.2 -0.4
C 0.2 0.7 0.0
C 0.0 0.6 -0.3
C -0.7 0.5 -0.4
C -0.1 -1.3 0.9
C -0.1 0.5 0.0
C 0.1 0.2 -0.4
C -1.3 0.5 1.4
C -0.5 -0.5 1.6
C -0.3 0.5 -2.4
C -0.4 0.3 -0.4
C -0.8 0.4 1.0
N 0.2 -0.4 0.3
N 0.3 0.3 0.9
N 0.3 -0.9 0.5
C -0.7 0.7 0.1
C -1.0 0.3 -0.3
H -1.8 -0.5 0.1
H 0.9 0.1 0.3
H -0.4 0.1 0.4
H -0.2 0.2 0.1
H 0.8 0.0 -0.2
H 0.4 -0.1 -0.1
H 0.2 -0.3 0.0
H 0.1 -0.1 0.2
H 0.2 0.0 0.0
H -0.1 -0.1 -0.2
H -0.4 -0.1 0.0
H -0.1 0.4 -0.1
H 0.0 -0.3 -0.5
H -0.1 -0.1 0.1
H 0.0 -0.3 0.5
H 0.2 -0.3 0.0